Entry from the Open Molecules 2025 dataset: a structure of composition C32H40BF6MgN4O9PS2Se at a distorted geometry (wB97M-V/def2-TZVPD).

Geometry as ORCA input:
```
! wB97M-V def2-TZVPD RIJCOSX def2/J DEFGRID3
* xyz -2 1
Mg 1.7407 0.5979 0.2233
F 2.6358 2.5380 4.5331
C 3.2809 3.1772 3.5673
F 2.9482 4.4677 3.6194
F 4.5917 3.0715 3.7736
S 2.8487 2.4445 1.9203
O 1.4276 2.2101 1.9057
O 3.6825 1.2863 1.7297
N 3.3001 3.6638 0.9903
S 3.7657 3.2512 -0.4614
O 3.8286 4.4068 -1.3002
O 3.0834 2.0648 -0.9420
C 5.5608 2.7074 -0.2902
F 6.3084 3.3717 -1.1834
F 6.0383 2.9859 0.9235
F 5.6961 1.4114 -0.5210
C -4.3627 4.8771 1.6753
C -4.3383 3.3687 1.5205
O -3.6279 2.7346 2.5748
P -1.9762 2.6813 2.4235
O -1.5168 3.8105 3.4993
C -1.7588 3.6506 4.8984
C -1.5811 4.9996 5.5588
O -1.7133 1.3845 3.3266
C -1.6991 0.0851 2.6581
C -2.1021 -0.9695 3.6594
H -4.9237 5.3342 0.8573
H -3.3490 5.2791 1.6564
H -4.8250 5.1596 2.6233
H -3.8968 3.0984 0.5558
H -5.3512 2.9588 1.5463
H -1.0534 2.9167 5.2927
H -2.7687 3.2620 5.0546
H -0.5794 5.3849 5.3694
H -1.7228 4.9151 6.6383
H -2.3021 5.7177 5.1665
H -0.6924 -0.0969 2.2695
H -2.4086 0.1115 1.8234
H -1.4555 -0.9206 4.5341
H -1.9663 -1.9602 3.2208
H -3.1429 -0.8399 3.9717
Se -0.0482 4.2129 -0.4298
N -0.0673 2.4556 -0.5956
C -1.2304 2.1310 -1.1385
C -1.6828 0.7809 -1.3413
C -2.8976 0.5884 -1.9000
C -3.7327 1.6936 -2.2970
C -3.3577 2.9776 -2.1067
C -2.0871 3.2397 -1.4899
N -1.6247 4.4446 -1.1932
H -1.0444 -0.0370 -1.0423
H -3.2566 -0.4221 -2.0534
H -4.6941 1.4816 -2.7519
H -3.9898 3.8109 -2.3846
C 1.0457 -5.9739 -6.0382
C 0.3157 -4.6244 -6.0685
C 0.3636 -4.0626 -7.4958
C -1.1477 -4.8783 -5.7037
C 0.9866 -3.6373 -5.1099
C 2.3622 -3.4228 -5.1988
C 3.0373 -2.5315 -4.3617
C 2.2951 -1.8483 -3.4237
O 2.6879 -0.9543 -2.4962
B 1.5183 -0.5394 -1.7291
O 0.4264 -1.2611 -2.3538
C 0.9228 -2.0393 -3.3355
C 0.2516 -2.9212 -4.1553
H 0.5267 -6.6996 -6.6708
H 1.0842 -6.3657 -5.0210
H 2.0694 -5.8866 -6.4007
H -0.0977 -4.7584 -8.2025
H 1.3928 -3.8860 -7.8095
H -0.1687 -3.1117 -7.5494
H -1.5717 -5.6181 -6.3875
H -1.7461 -3.9701 -5.7843
H -1.2442 -5.2590 -4.6859
H 2.9396 -3.9621 -5.9404
H 4.1059 -2.3820 -4.4432
H -0.8145 -3.0457 -4.0323
C 0.1057 -3.1191 0.2901
C 0.3184 -3.0128 1.7685
C -0.1021 -4.0093 2.6226
C 0.0808 -3.9461 4.0088
C 0.7252 -2.8101 4.5101
C 1.1518 -1.7806 3.7000
C 1.8073 -0.5643 4.2768
C 0.9745 -1.7984 2.2502
N 1.3358 -0.8303 1.4704
H -0.2994 -4.0983 0.0164
H 1.0450 -2.9503 -0.2472
H -0.5686 -2.3369 -0.0820
H -0.5948 -4.8820 2.1934
H -0.2569 -4.7421 4.6622
H 0.8851 -2.7228 5.5848
H 1.8158 -0.5972 5.3707
H 1.2884 0.3419 3.9494
H 2.8374 -0.4589 3.9146
*
```

Properties
Energy above the lowest of the compared OMol25 structures with the same formula, charge and spin in eV: 3.090
E_LUMO in eV: 3.548

***

Entry from the Open Molecules 2025 dataset: a cluster of 5 separate species, C32H40Cl16F6I2N5O6S2 in total at a distorted geometry (wB97M-V/def2-TZVPD).

Geometry as ORCA input:
```
! wB97M-V def2-TZVPD RIJCOSX def2/J DEFGRID3
* xyz 1 1
C -8.5731 0.2334 1.6215
C -7.4032 -0.9513 1.5980
O -7.3224 -1.6859 2.7419
O -6.5154 -1.1368 0.4397
C -5.9043 -2.4781 0.4150
C -4.3915 -2.4987 1.1282
C -3.5687 -1.1889 0.5165
C -1.9883 -1.1451 0.9926
C -1.5153 0.4370 1.0289
N -0.1498 0.5105 0.3653
C 0.9858 0.4465 1.3626
C 1.0282 0.2989 2.9943
C 1.9075 -0.9905 3.5413
C 1.2609 -1.3993 5.0142
S 2.4016 -2.7624 5.7084
C 1.9176 -4.2721 4.6445
S 3.1377 -5.3892 4.2489
N 0.4541 -4.3641 4.2611
C 0.2484 -4.5306 2.7715
C -1.2289 -5.1307 2.3514
O -1.7260 -6.2007 3.2330
C -1.7468 -5.5983 4.5823
C -0.1779 -5.4794 5.0700
N 2.1748 0.5643 0.4354
C 1.6574 0.6990 -0.9995
N 2.4535 0.8581 -2.0938
C 3.9731 0.8490 -1.8155
C 4.5115 2.2216 -1.0987
C 5.3564 1.7317 0.2591
I 7.3278 0.9485 -0.4324
C 2.0597 1.0410 -3.5328
O 2.1061 -0.0077 -4.3885
C 1.5663 2.4826 -4.2200
F 1.1079 3.3216 -3.0504
F 0.4599 2.1267 -5.1411
C 2.8026 3.3113 -4.9077
F 4.0266 2.4440 -4.7362
F 3.0473 4.5999 -4.1572
C 2.6103 3.6568 -6.4986
F 1.3486 4.3516 -6.8440
F 2.8816 2.4247 -7.2749
C 3.8355 4.7217 -6.9022
O 5.1098 4.5768 -6.5295
O 3.4526 5.9246 -7.7000
N 0.1614 0.6283 -1.0079
C -0.9092 0.6551 -2.0590
C -1.6903 2.1312 -2.1529
C -3.3506 1.9590 -2.0446
I -4.2448 3.6044 -0.8307
H -8.8835 0.5553 0.5160
H -8.2108 1.1851 2.2040
H -9.5724 -0.1424 2.1555
H -5.7388 -2.7399 -0.7378
H -6.6089 -3.3283 0.8427
H -3.8587 -3.5081 0.8273
H -4.5000 -2.4491 2.3001
H -4.0776 -0.1687 0.7930
H -3.5629 -1.3104 -0.6527
H -1.8251 -1.5683 2.0717
H -1.2773 -1.7472 0.2517
H -1.5470 0.9074 2.1055
H -2.2827 1.0764 0.3774
H 1.5748 1.2661 3.4087
H -0.0197 0.2276 3.5100
H 3.0375 -0.7224 3.6941
H 1.7590 -1.8469 2.7331
H 0.1658 -1.7924 4.8413
H 1.2073 -0.5017 5.7634
H 0.3062 -3.4458 2.2803
H 1.0787 -5.1708 2.2304
H -1.1195 -5.5913 1.2776
H -2.0447 -4.2859 2.2868
H -2.3029 -6.2671 5.3923
H -2.2277 -4.5094 4.5475
H 0.4376 -6.4711 4.9849
H -0.1542 -5.1603 6.2055
H 4.2018 -0.1321 -1.1745
H 4.5278 0.6698 -2.8486
H 3.6085 2.9096 -0.7818
H 5.2604 2.7771 -1.8191
H 4.8132 0.7838 0.7224
H 5.4707 2.6190 1.0290
H 3.0428 5.6233 -8.5836
H -0.5940 0.2920 -3.1257
H -1.7607 -0.1006 -1.6994
H -1.2832 2.9085 -1.3752
H -1.4823 2.5657 -3.2269
H -3.8695 1.8875 -3.0946
H -3.6435 0.9702 -1.4506
C 5.7177 -0.5777 6.3712
Cl 6.5366 -2.0452 6.9630
Cl 4.0132 -0.5987 6.8897
Cl 6.5243 0.8632 7.0403
Cl 5.7966 -0.5301 4.5919
C 7.9519 4.9258 -8.6144
Cl 8.9670 4.0494 -7.4414
Cl 6.6892 3.8350 -9.2390
Cl 7.1877 6.3213 -7.8124
Cl 8.9638 5.4977 -9.9648
C 0.4418 4.2715 3.2514
Cl 1.0416 4.1189 1.5806
Cl -1.0620 3.3329 3.4307
Cl 1.6694 3.6482 4.3824
Cl 0.1182 5.9861 3.6119
C -8.7136 -3.1825 -2.9460
Cl -8.2175 -4.8742 -2.6879
Cl -8.0083 -2.1558 -1.6721
Cl -8.1379 -2.6313 -4.5396
Cl -10.4906 -3.0687 -2.8845
*
```

Properties
E_LUMO in eV: -4.365

***

Entry from the Open Molecules 2025 dataset: a structure of composition C32H40CrN5OP2 at a distorted geometry (wB97M-V/def2-TZVPD).

Geometry as ORCA input:
```
! wB97M-V def2-TZVPD RIJCOSX def2/J DEFGRID3
* xyz 0 6
Cr 0.4210 -0.2553 4.1529
C -1.1363 1.6471 3.8597
C -1.3682 0.5871 2.9781
C -0.9625 0.5477 1.5261
C 0.3750 -0.1601 1.2344
C 1.4850 0.1480 2.1998
C 1.6407 1.2890 3.0175
C 0.9832 2.6200 2.7819
C -0.3099 2.8568 3.5917
C 1.0939 -2.0148 5.0140
H -1.8522 1.7858 4.6710
H -2.3157 0.0534 3.1480
H -0.9656 1.5631 1.1009
H -1.7578 -0.0149 1.0016
H 0.1817 -1.2530 1.2657
H 0.6866 0.0498 0.1909
H 2.4048 -0.4487 1.9954
H 2.6198 1.3921 3.5223
H 0.8007 2.7759 1.7058
H 1.7090 3.3903 3.0944
H -0.0321 3.3094 4.5616
H -0.9097 3.6340 3.0793
H 0.6280 -2.0819 6.0238
H 2.1961 -1.9608 5.1598
H 0.8762 -2.9595 4.4917
P 1.4379 -1.2353 -3.2473
P -1.7965 -0.7278 -2.8803
N 2.8540 -0.1939 -3.3972
N 2.0687 -2.5032 -4.4324
N -1.9947 1.0237 -2.8471
N -3.4268 -1.1213 -3.5332
C 0.4621 -0.4092 -4.5744
C -1.0204 -0.7933 -4.5479
C 3.3769 0.4864 -2.2837
C 4.4264 1.2853 -2.7072
C 4.5398 1.1371 -4.1259
C 3.5358 0.2645 -4.5298
C 2.1847 -3.8426 -4.0573
C 2.7026 -4.5757 -5.1188
C 2.8744 -3.6758 -6.2104
C 2.4434 -2.4266 -5.7742
C -1.7377 1.6989 -1.6482
C -1.8758 3.0617 -1.8621
C -2.1902 3.2419 -3.2448
C -2.2148 1.9842 -3.8339
C -4.2423 -0.4300 -4.4363
C -5.3416 -1.2211 -4.7544
C -5.1516 -2.4822 -4.1037
C -3.9529 -2.4179 -3.4153
H 0.8364 -0.6729 -5.5705
H 0.5966 0.6712 -4.4559
H -1.5699 -0.1701 -5.2673
H -1.1522 -1.8292 -4.8952
H 2.9414 0.3205 -1.3103
H 5.0451 1.9133 -2.0845
H 5.2602 1.6039 -4.7798
H 3.2658 -0.0566 -5.5223
H 1.8788 -4.1467 -3.0661
H 2.9336 -5.6313 -5.1206
H 3.2652 -3.8874 -7.1975
H 2.3600 -1.5174 -6.3469
H -1.4765 1.1267 -0.7707
H -1.7651 3.8304 -1.1165
H -2.3832 4.1743 -3.7510
H -2.3631 1.7076 -4.8711
H -3.9798 0.5556 -4.7804
H -6.1666 -0.9232 -5.3810
H -5.8184 -3.3321 -4.1544
H -3.4136 -3.1639 -2.8523
O 0.7977 0.6362 5.8093
N 0.2395 0.6125 7.0452
C -1.0454 0.2113 7.2507
C -1.5543 0.1996 8.5543
C -0.6871 0.3609 9.6370
C 0.5712 0.9115 9.3919
C 0.9987 1.0713 8.0743
H -1.6352 -0.0672 6.3787
H -2.6272 0.0273 8.6911
H -1.0050 0.1116 10.6486
H 1.2083 1.2789 10.1927
H 1.9912 1.4447 7.8178
*
```

Properties
⟨S²⟩: 8.7821
E_LUMO (alpha / beta) in eV: -0.418 / -0.426

***

Entry from the Open Molecules 2025 dataset: a cluster of 8 separate species, C32H41BF3N7 in total (wB97M-V/def2-TZVPD).

Geometry as ORCA input:
```
! wB97M-V def2-TZVPD RIJCOSX def2/J DEFGRID3
* xyz 0 1
B 1.0797 -2.1021 7.9903
C 1.2587 -0.5810 8.3562
C 0.1952 0.2889 7.6309
C -1.1798 -0.2990 7.5831
F -1.7262 -0.4358 6.3364
C -1.9163 -0.7229 8.6030
F -2.7813 -1.7110 8.5121
F -1.8513 -0.2366 9.8184
H 0.2258 -2.7249 8.5442
H 1.7413 -2.6548 7.1699
H 1.2170 -0.4151 9.4353
H 2.2348 -0.2526 7.9909
H 0.1971 1.2964 8.0555
H 0.5089 0.4096 6.5912
N -2.4210 0.2140 3.3326
C -2.5585 1.5490 3.0714
C -3.1939 1.6762 1.8637
C -3.4528 0.3649 1.3796
C -2.9659 -0.5128 2.3103
H -1.9901 -0.1726 4.1522
H -2.1953 2.2898 3.7630
H -3.4486 2.6057 1.3805
H -3.9401 0.0988 0.4569
H -2.9607 -1.5895 2.3343
N -1.8415 4.6313 -0.3298
C -1.9788 5.9665 -0.5934
C -2.6168 6.0928 -1.7983
C -2.8779 4.7813 -2.2793
C -2.3898 3.9028 -1.3502
H -1.4063 4.2429 0.4865
H -1.6117 6.7083 0.0950
H -2.8686 7.0182 -2.2866
H -3.3672 4.5154 -3.2010
H -2.3842 2.8264 -1.3266
N -0.9664 -4.0498 3.8208
C -0.7429 -5.3928 3.9636
C -0.2176 -5.8582 2.7887
C -0.1191 -4.7499 1.9032
C -0.5862 -3.6487 2.5692
H -1.3526 -3.4523 4.5282
H -0.9765 -5.8991 4.8841
H 0.0641 -6.8774 2.5850
H 0.2500 -4.7615 0.8907
H -0.6805 -2.6212 2.2601
N 3.1266 -3.7250 0.2875
C 4.4640 -3.4865 0.1227
C 4.6667 -3.1073 -1.1776
C 3.4016 -3.1132 -1.8220
C 2.4725 -3.4975 -0.8904
H 2.6885 -4.0205 1.1425
H 5.1534 -3.6066 0.9404
H 5.6146 -2.8511 -1.6203
H 3.2009 -2.8610 -2.8514
H 1.4054 -3.6260 -0.9683
N 0.1684 -3.9969 -3.9000
C -0.2229 -2.7526 -3.4872
C -1.4284 -2.4725 -4.0705
C -1.7816 -3.5971 -4.8667
C -0.7786 -4.5207 -4.7387
H 1.0198 -4.4532 -3.6257
H 0.3916 -2.1749 -2.8170
H -1.9950 -1.5659 -3.9412
H -2.6709 -3.7139 -5.4628
H -0.6586 -5.4997 -5.1697
N 4.3663 -3.3922 -5.8561
C 5.4444 -3.8736 -5.1634
C 6.4930 -3.0196 -5.3738
C 6.0277 -1.9794 -6.2247
C 4.7126 -2.2369 -6.5030
H 3.4595 -3.8195 -5.8867
H 5.3714 -4.7772 -4.5827
H 7.4830 -3.1262 -4.9632
H 6.5943 -1.1392 -6.5891
H 3.9972 -1.7006 -7.1021
N -2.8052 9.5198 -3.7013
C -1.4770 9.7432 -3.9411
C -1.3363 10.0458 -5.2684
C -2.6324 10.0056 -5.8518
C -3.5166 9.6795 -4.8592
H -3.1983 9.2754 -2.8119
H -0.7500 9.6669 -3.1511
H -0.4088 10.2709 -5.7671
H -2.8847 10.1942 -6.8817
H -4.5846 9.5476 -4.8773
*
```

Properties
SMILES string: BCCC(F)=C(F)F.c1cc[nH]c1.c1cc[nH]c1.c1cc[nH]c1.c1cc[nH]c1.c1cc[nH]c1.c1cc[nH]c1.c1cc[nH]c1
Energy above the lowest of the compared OMol25 structures with the same formula, charge and spin in eV: 0.000
E_LUMO in eV: -0.469

***

Entry from the Open Molecules 2025 dataset: a cluster of 6 separate species, C32H41Br10F13O3SSi in total at a distorted geometry (wB97M-V/def2-TZVPD).

Geometry as ORCA input:
```
! wB97M-V def2-TZVPD RIJCOSX def2/J DEFGRID3
* xyz 0 1
C 5.1088 -2.6157 3.8193
Si 3.4373 -1.6357 4.0436
C 3.7244 0.2812 3.8560
C 2.9431 -1.9085 5.9248
C 2.0952 -2.3305 2.8178
C 2.4854 -2.4757 1.3829
O 3.7903 -2.1225 0.8027
C 1.3443 -3.0994 0.3670
O 1.8054 -3.8833 -0.6306
C -0.2317 -2.7667 0.6716
C -1.2919 -2.6757 -0.6134
C -1.0019 -1.3345 -1.5645
C -0.6381 -1.7674 -3.1040
F 0.6135 -2.5571 -3.0662
F -1.7183 -2.7403 -3.5175
C -0.6794 -0.5593 -4.2038
F -1.1802 -1.0402 -5.5108
F -1.6891 0.4614 -3.7316
C 0.7497 0.3032 -4.3187
F 0.2926 1.7006 -4.6711
F 1.3310 0.2870 -2.9606
C 1.6913 -0.2601 -5.5192
F 1.1063 0.2749 -6.8062
F 1.6627 -1.7560 -5.6891
S 3.4818 0.2418 -5.5035
F 3.2217 1.7143 -4.6784
F 3.2528 1.0391 -7.0427
F 3.8444 -1.1928 -6.4202
F 3.8688 -0.6434 -4.0904
F 5.1449 0.6688 -5.6168
C -0.6451 -2.5994 2.1056
C -2.1974 -2.3136 2.5508
C -2.1521 -1.2665 3.8507
C -1.2559 0.1405 3.8385
C -1.2586 1.0694 5.1977
C -2.0947 0.7020 6.5892
C -3.0176 -0.6781 6.5833
C -3.0041 -1.5954 5.2168
C 0.5614 -2.7642 3.2513
O 0.3507 -3.1960 4.4979
H 5.9787 -2.1879 4.4971
H 4.9408 -3.7392 4.1261
H 5.5112 -2.5980 2.7078
H 3.1229 0.7222 2.9342
H 3.2886 0.8271 4.8170
H 4.8747 0.5725 3.8166
H 1.9793 -1.3108 6.2307
H 2.6817 -3.0702 6.0091
H 3.8532 -1.7291 6.6538
H 4.4187 -2.9140 0.7721
H -2.4218 -2.7269 -0.2479
H -1.1217 -3.6925 -1.2141
H -0.0393 -0.8321 -1.0950
H -1.9496 -0.6586 -1.4458
H -2.7542 -3.2955 2.9209
H -2.8670 -1.8118 1.7328
H -0.6096 0.4747 2.8934
H -0.6105 2.0702 5.2145
H -2.0607 1.3645 7.5688
H -3.6657 -1.0389 7.5176
H -3.6525 -2.5851 5.2086
Br -5.6967 -2.5707 7.8337
C -5.0321 -4.2219 8.6322
C -3.9465 -3.9412 9.6454
Br -2.2552 -3.5222 8.7693
H -4.7052 -4.8646 7.8110
H -5.9037 -4.6734 9.1165
H -3.7424 -4.8320 10.2469
H -4.1784 -3.1043 10.3097
Br -0.0371 3.6431 -8.7229
C -1.2759 3.0053 -7.3575
C -2.7036 3.0487 -7.8511
Br -3.4023 4.8694 -7.8303
H -1.1060 3.6112 -6.4640
H -0.9692 1.9741 -7.1558
H -3.3594 2.4846 -7.1812
H -2.8221 2.6724 -8.8709
Br -2.8489 9.3198 -4.9908
C -1.8132 8.3911 -6.3584
C -0.4116 8.0957 -5.8766
Br 0.7026 9.6957 -5.9239
H -1.8424 9.0117 -7.2575
H -2.3601 7.4616 -6.5458
H 0.0829 7.3847 -6.5451
H -0.3761 7.7115 -4.8536
Br -3.4069 -0.6296 -9.7835
C -4.9127 -1.3887 -8.8027
C -5.4433 -0.4151 -7.7758
Br -4.2835 -0.3401 -6.2096
H -4.5696 -2.3323 -8.3711
H -5.6710 -1.5968 -9.5642
H -6.4136 -0.7481 -7.3956
H -5.5367 0.6066 -8.1537
Br 6.3040 0.3104 6.0201
C 6.5538 2.2259 6.2921
C 5.5407 2.7763 7.2691
Br 3.7922 2.9839 6.4304
H 6.5086 2.6970 5.3070
H 7.5680 2.3256 6.6916
H 5.8237 3.7833 7.5900
H 5.3996 2.1447 8.1503
*
```

Properties
SMILES string: C[Si](C)(C)C1=C(O)C(=O)C(CCC(F)(F)C(F)(F)C(F)(F)C(F)(F)S(F)(F)(F)(F)F)=C(Cc2ccccc2)C1=O.BrCCBr.BrCCBr.BrCCBr.BrCCBr.BrCCBr
E_LUMO in eV: -2.579